Record 1
Formula: C6H9N3O2S
Source: the Open Molecules 2025 dataset
Level of theory: ωB97M-V/def2-TZVPD

```
21
Properties=species:S:1:pos:R:3:forces:R:3
C 1.3933 2.0292 0.3562 -2.24 -0.54 1.80
C 2.6401 1.5429 0.0127 1.14 -1.62 -1.36
C 0.7224 0.8313 0.5611 -4.29 -2.17 1.19
C 0.8434 -1.5581 0.4231 0.12 -0.89 2.57
C -0.5670 -1.2325 1.1012 0.46 -1.07 -1.63
C -1.3901 -0.1844 -1.6974 -0.38 1.10 1.15
N 2.6722 0.1823 -0.0617 1.64 0.32 -0.56
N 1.4785 -0.2662 0.2905 -1.44 2.99 0.49
N -0.8138 0.2163 1.1038 2.74 1.10 -2.83
O -2.3465 1.8263 -0.0037 0.35 0.05 -0.94
O -3.0726 -0.5011 0.1992 -0.73 -0.59 0.31
S -2.0367 0.4307 -0.0946 0.64 1.58 0.88
H 0.9665 2.9815 0.7233 0.70 -0.59 -0.84
H 3.4983 2.0785 -0.4009 -0.26 -0.21 0.59
H 1.3817 -2.1959 1.1964 -0.24 0.67 -1.36
H 0.7187 -2.0949 -0.5179 0.26 0.21 0.03
H -1.3089 -1.7841 0.4393 0.70 0.70 1.32
H -0.7153 -1.5627 2.1195 0.52 -0.44 0.13
H -2.0683 0.3465 -2.3957 0.46 -0.64 0.11
H -0.3325 0.1714 -1.8191 -0.98 -0.82 -0.07
H -1.6636 -1.2571 -1.5353 0.84 0.87 -0.97
```
Forces are in eV/Å.

Total charge: 0
E_LUMO (eV): 0.595
M (g mol⁻¹): 187.22
Orbital gap (hartree): 0.3731
ΔE to the lowest compared entry with this formula, charge and spin (eV): 3.933
Energy (eV): -25764.973

***

Record 2
Formula: C6H9N3S
Source: the Open Molecules 2025 dataset
Level of theory: ωB97M-V/def2-TZVPD

```
19
Properties=species:S:1:pos:R:3:forces:R:3
C 1.6233 -0.3443 -3.0741 1.76 0.30 1.13
C 2.8544 -0.6611 -2.5445 -4.13 -0.43 3.25
C 0.9407 -0.1941 -0.9995 3.60 -1.52 1.22
C 0.3547 -0.0708 0.3348 -1.01 -1.05 -0.76
C 0.9637 -0.7004 2.5881 2.20 2.01 0.51
C -1.8130 0.5835 -0.7281 -0.27 1.53 0.74
N 0.5690 -0.0730 -2.1868 0.03 0.79 -2.73
N 1.1486 -0.5310 1.2053 0.21 0.23 -0.09
N -0.9693 0.2159 0.3797 -0.16 -0.01 1.65
S 2.5964 -0.8882 -0.7888 0.10 1.18 -1.71
H 1.6354 -0.1341 -4.1024 -1.15 0.15 -1.29
H 3.6813 -1.1199 -2.9434 1.81 -0.40 -1.35
H 1.6863 0.0364 3.0822 -1.05 -0.59 -0.34
H 1.3904 -1.6197 2.9125 -0.17 -1.12 0.16
H 0.0003 -0.5082 2.9565 -1.53 0.01 0.76
H -2.7447 1.0873 -0.3570 0.46 -1.30 -0.20
H -1.3418 1.4354 -1.1722 0.43 0.27 -0.87
H -1.8877 -0.2125 -1.4446 -0.66 -0.17 -0.36
H -1.3976 -0.1483 1.2057 -0.46 0.10 0.29
```
Forces are in eV/Å.

Total charge: 0
E_LUMO (eV): 0.605
M (g mol⁻¹): 155.23
Orbital gap (hartree): 0.3272
ΔE to the lowest compared entry with this formula, charge and spin (eV): 1.342
Energy (eV): -21671.556

***

Record 3
Formula: C6H9N3S
Source: the Open Molecules 2025 dataset
Level of theory: ωB97M-V/def2-TZVPD

```
19
Properties=species:S:1:pos:R:3:forces:R:3
C -2.6748 -0.1827 -0.6687 0.27 2.03 1.25
C -2.4451 1.1458 -0.3399 0.40 0.27 -0.61
C -1.5223 -0.1075 1.0833 1.10 -1.12 1.44
C 1.2301 1.2758 -0.1296 -0.90 1.55 -2.38
C 1.5360 -0.7014 -1.2028 -0.56 -1.13 -2.29
C 1.9483 -0.4741 1.2499 0.23 -1.24 -0.84
N -2.1511 -0.9413 0.2657 1.37 -2.60 0.97
N -1.6719 1.1641 0.7787 0.45 1.80 0.05
N 1.7318 0.1207 -0.0466 0.47 1.22 1.01
S 0.6813 2.4931 -0.8850 0.38 -0.39 1.27
H -3.2966 -0.6395 -1.3180 -1.88 -0.95 -2.52
H -2.6851 2.0406 -0.9075 -0.13 -0.05 0.29
H -0.8893 -0.4873 1.9459 -1.18 0.63 -0.90
H 1.5465 -0.1037 -2.1772 0.24 -0.83 1.57
H 2.2025 -1.5711 -1.2260 0.48 0.66 0.05
H 0.5680 -1.1731 -1.1018 -0.71 0.09 -0.08
H 2.4579 0.1294 1.9273 1.59 1.17 0.63
H 1.0169 -0.5639 1.7028 -1.83 -0.87 0.62
H 2.4168 -1.4241 1.0494 0.21 -0.23 0.46
```
Forces are in eV/Å.

Total charge: 0
E_LUMO (eV): -2.496
M (g mol⁻¹): 155.23
Orbital gap (hartree): 0.1531
ΔE to the lowest compared entry with this formula, charge and spin (eV): 4.210
Energy (eV): -21668.688

***

Record 4
Formula: C6H9N4
Source: the Open Molecules 2025 dataset
Level of theory: ωB97M-V/def2-TZVPD

```
19
Properties=species:S:1:pos:R:3:forces:R:3
C -1.9724 -0.4202 0.9374 -2.45 0.95 0.91
C -0.8490 -1.2443 0.6595 2.10 -1.78 3.95
C 0.0201 -0.4413 -1.2634 0.92 1.66 1.80
C 0.3452 -0.6024 1.4643 -1.01 0.88 2.21
C 0.6902 0.7352 0.8260 -0.34 -3.35 0.55
C 0.0272 -0.3464 -2.6825 -0.99 0.87 -3.37
N -2.8161 0.3408 1.1291 0.56 -0.39 -0.11
N -0.7095 -1.2624 -0.6963 0.36 -1.11 -1.97
N 0.7315 0.6525 -0.4775 -1.82 -2.65 -0.07
N 0.9968 1.7859 1.4913 -0.08 -0.43 -1.39
H -0.8485 -2.3026 1.1120 -0.81 1.45 -0.82
H 0.0297 -0.5310 2.5861 0.41 0.28 -2.07
H 1.2178 -1.2350 1.5117 0.39 -0.24 -0.56
H -0.5943 -1.2707 -2.9806 1.02 1.76 -0.08
H 1.0306 -0.3573 -3.1896 -0.93 0.06 0.60
H -0.5388 0.6690 -2.9802 1.19 -2.29 0.41
H 1.1554 1.3654 -0.9486 1.08 2.25 -1.97
H 1.0081 2.6459 1.0645 0.34 2.42 -1.33
H 1.0759 1.8188 2.4366 0.07 -0.34 3.32
```
Forces are in eV/Å.

Total charge: +1
E_LUMO (eV): -4.180
M (g mol⁻¹): 137.17
Orbital gap (hartree): 0.3869
ΔE to the lowest compared entry with this formula, charge and spin (eV): 2.234
Energy (eV): -12320.400

***

Record 5
Formula: C6H9N4S
Source: the Open Molecules 2025 dataset
Level of theory: ωB97M-V/def2-TZVPD

```
20
Properties=species:S:1:pos:R:3:forces:R:3
C 2.4133 -0.4325 0.1926 -0.95 1.44 -0.86
C -1.1714 0.8715 0.6769 1.00 0.38 0.46
C -0.2893 -0.1171 0.4778 2.04 1.26 -1.51
C -0.9398 2.4060 0.6460 -3.10 -2.19 3.70
C -0.9441 -1.8570 -1.2082 -1.09 -2.77 0.81
C -0.7874 -1.5514 0.2618 2.64 1.09 1.66
N 1.4736 1.5050 -0.5225 1.03 -1.25 0.24
N 3.3522 0.4082 -0.3592 0.08 -2.20 1.20
N 2.7741 1.4961 -0.7323 -2.43 1.47 -0.36
N 1.2043 0.2581 0.0585 -1.43 -0.40 0.71
S 2.6290 -1.9751 0.8420 0.07 -0.33 0.16
H -2.2015 0.5271 0.7624 0.12 0.13 0.16
H -0.1429 2.7488 1.2629 0.88 0.16 -0.13
H -1.8930 2.8711 1.0502 0.97 -0.37 -0.45
H -0.9063 2.5463 -0.3446 0.79 1.60 -3.51
H -0.9506 -1.0466 -1.8599 -0.31 1.75 -0.86
H -1.9525 -2.3911 -1.2428 1.46 0.26 -0.77
H -0.0719 -2.4696 -1.5317 -0.91 -0.02 0.12
H 0.0717 -2.1923 0.6282 -1.27 0.39 0.08
H -1.6675 -1.6055 0.9422 0.42 -0.41 -0.86
```
Forces are in eV/Å.

Total charge: -1
E_LUMO (eV): 3.457
M (g mol⁻¹): 169.23
Orbital gap (hartree): 0.2549
ΔE to the lowest compared entry with this formula, charge and spin (eV): 1.137
Energy (eV): -23162.522

***

Record 6
Formula: C6H9NO
Source: the Open Molecules 2025 dataset
Level of theory: ωB97M-V/def2-TZVPD

```
17
Properties=species:S:1:pos:R:3:forces:R:3
C -1.6562 -0.0288 -0.1850 0.93 -0.92 -4.72
C 0.3128 1.2356 0.3439 -2.80 -1.23 4.04
C 1.4617 0.7746 -0.4506 0.73 1.99 -2.39
C 1.2491 -0.6820 -0.0969 2.33 -1.60 -0.59
C -0.7231 -1.0417 0.3643 0.05 0.52 1.43
C 0.3040 -0.1779 1.0838 1.56 -0.31 -1.73
H -1.7338 -0.4494 -1.2855 -0.84 1.02 1.95
H -2.5275 -0.0578 0.3396 -2.80 0.19 1.14
H 0.4322 1.9826 1.1192 0.31 0.70 -0.38
H 2.4918 1.0834 0.0058 -1.89 -0.35 -1.08
H 1.2066 1.2410 -1.4523 1.55 -1.04 0.20
H 2.2748 -1.2555 -0.2689 -2.18 0.69 1.20
H -1.1140 -1.9380 0.8534 -0.56 0.49 0.24
H 0.5690 -0.1924 2.0962 0.06 -0.30 1.46
H -0.9458 1.6985 -1.2354 -0.76 -1.02 2.21
N -1.0871 1.3349 -0.2200 2.39 0.39 -1.99
O 0.1584 -1.4919 -0.6236 1.93 0.79 -0.98
```
Forces are in eV/Å.

Total charge: 0
E_LUMO (eV): 1.025
M (g mol⁻¹): 111.14
Orbital gap (hartree): 0.3744
ΔE to the lowest compared entry with this formula, charge and spin (eV): 3.918
Energy (eV): -9901.686

***

Record 7
Formula: C6H9NO
Source: the Open Molecules 2025 dataset
Level of theory: ωB97M-V/def2-TZVPD

```
17
Properties=species:S:1:pos:R:3:forces:R:3
C -0.7406 0.7041 -1.5091 2.22 1.98 -0.88
C 1.0756 -0.2777 -0.3612 2.13 8.13 -2.10
C 0.3187 -1.3625 -0.1226 -0.80 -6.60 1.35
C -0.1612 -0.0827 1.7340 2.21 -2.41 -0.69
C 0.5250 0.8234 0.6610 -2.70 -4.19 -0.10
C -0.8582 0.8042 -0.0215 0.03 -2.69 -0.64
H -1.1593 -0.1444 -1.9016 -3.37 -1.35 -0.99
H -0.7707 1.6094 -2.2964 -0.48 -1.55 2.24
H 2.1404 -0.3985 -0.3949 0.52 0.33 -0.50
H 0.0062 -1.8466 -1.1003 0.35 0.25 1.47
H 1.3118 -2.0094 0.2920 -3.82 -0.02 0.59
H -0.7669 0.3924 2.4060 -2.28 1.77 0.99
H 0.3086 -0.8055 2.4646 0.66 0.56 -1.23
H 0.7486 1.7689 0.8990 2.49 3.31 0.63
H -1.6709 1.4398 0.2420 -0.59 -0.02 1.28
N -0.8540 -0.8019 0.6123 -1.13 1.23 0.65
O 0.5470 0.1871 -1.6034 4.56 1.27 -2.08
```
Forces are in eV/Å.

Total charge: 0
E_LUMO (eV): 0.995
M (g mol⁻¹): 111.14
Orbital gap (hartree): 0.3554
ΔE to the lowest compared entry with this formula, charge and spin (eV): 6.229
Energy (eV): -9899.375

***

Record 8
Formula: C6H9NO
Source: the Open Molecules 2025 dataset
Level of theory: ωB97M-V/def2-TZVPD

```
17
Properties=species:S:1:pos:R:3:forces:R:3
C -1.7340 0.5981 -1.2757 -0.48 -0.62 0.27
C 0.2546 -1.3768 1.5882 -0.70 0.54 -0.18
C -0.7429 0.9120 -0.1941 3.35 3.68 -0.96
C 0.8949 0.5964 -0.5898 -2.91 1.86 2.93
C 0.1819 -1.4924 0.0912 3.22 -0.03 -1.72
C 1.9054 1.3966 -0.2706 0.01 0.02 -0.64
N 0.7720 -0.7093 -0.7960 -1.65 -4.21 0.60
O -0.9344 1.6111 0.7735 -0.49 -1.40 -0.51
H -0.0508 -2.4946 -0.2879 -0.17 0.29 0.04
H -2.2745 1.5155 -1.5239 0.06 -0.09 0.24
H -1.2621 0.2063 -2.1745 0.09 -0.05 0.20
H -2.4420 -0.1390 -0.8892 -0.18 0.09 -0.24
H 1.7257 2.4424 -0.0476 -0.02 -0.17 0.02
H 2.9281 1.0361 -0.2996 -0.05 0.06 -0.03
H 0.8193 -2.2210 1.9934 -0.07 0.00 -0.20
H 0.7202 -0.4462 1.9119 -0.09 -0.01 -0.05
H -0.7614 -1.4352 1.9906 0.10 0.04 0.22
```
Forces are in eV/Å.

Total charge: 0
E_LUMO (eV): 0.223
M (g mol⁻¹): 111.14
Orbital gap (hartree): 0.3252
ΔE to the lowest compared entry with this formula, charge and spin (eV): 2.846
Energy (eV): -9902.758